{"formula": "C2H14N2O5", "method": "ωB97M-V with the def2-TZVPD basis set", "species": ["C", "N", "C", "N", "O", "H", "H", "H", "H", "H", "H", "O", "H", "H", "O", "H", "H", "O", "H", "H", "O", "H", "H"], "positions_angstrom": [[-0.256, -0.873, 2.649], [-0.592, -0.248, 1.394], [-1.764, -0.630, 0.792], [-1.697, -0.134, -0.585], [-2.539, -1.433, 1.224], [-1.101, -1.418, 3.046], [-0.021, -0.225, 3.501], [0.627, -1.554, 2.576], [0.084, 0.424, 1.027], [-1.181, 0.719, -0.741], [-2.632, 0.050, -0.934], [-0.054, -2.002, -1.939], [-0.141, -2.153, -2.876], [-0.835, -1.821, -1.393], [2.091, 2.643, 0.803], [1.240, 2.635, 0.333], [2.530, 1.823, 0.551], [0.254, 2.088, -1.564], [0.998, 1.635, -1.974], [-0.307, 2.620, -2.125], [1.865, -0.273, -1.304], [2.340, -1.021, -0.913], [1.090, -0.852, -1.547]], "fmax_ha_per_bohr": 0.07721, "gap_ev": 10.0, "e_homo_ha": -0.356, "smiles": "CNC(N)=O.O.O.O.O", "lumo_ev": 0.3}